The following is a quantum chemistry calculation of one molecule with the formula C16H19F6N3O3S, from OMol25.

Geometry as ORCA input:
```
! RIJCOSX wB97M-V def2-TZVPD def2/J DEFGRID3
* xyz 0 1
C -3.3809 -1.7631 3.5915
H -4.2287 -2.3965 3.8395
C -2.7007 -2.2772 2.3213
C -1.5679 -1.3573 1.9257
O -1.6095 -0.5726 1.0155
N -0.4690 -1.5038 2.7435
H -0.5391 -2.1524 3.5138
C 0.7446 -0.7034 2.6626
N 1.2820 -0.5633 1.3449
C 0.8706 0.3226 0.3610
C 0.6431 -0.0582 -0.9526
C 0.3816 1.0676 -1.7987
C 0.4496 2.2442 -1.1291
S 0.8180 2.0317 0.5566
C 0.2324 3.5873 -1.7556
N 0.4099 3.5277 -3.1950
C 1.8058 3.5118 -3.5842
H 2.2628 4.4516 -3.2752
H 1.8650 3.4411 -4.6691
H 2.3789 2.6857 -3.1433
C -0.3570 2.4276 -3.7487
C 0.0861 1.0347 -3.2660
H -0.7001 0.3087 -3.4717
H 0.9794 0.7064 -3.8047
H -0.2926 2.4805 -4.8380
H -1.3987 2.5918 -3.4609
H 0.9204 4.3253 -1.3371
H -0.7896 3.9314 -1.5524
C 0.6278 -1.4634 -1.3182
O 0.9181 -2.3720 -0.5500
O 0.2678 -1.7033 -2.5819
C 0.2263 -3.0689 -2.9657
H -0.0672 -3.0788 -4.0122
H 1.2074 -3.5310 -2.8361
H -0.4997 -3.6130 -2.3578
H 1.3546 -1.4912 0.8817
C 0.4940 0.6445 3.4028
F -0.5977 1.2689 2.9741
F 0.2848 0.4060 4.7088
F 1.5173 1.4893 3.3258
C 1.8321 -1.4841 3.4608
F 1.3977 -1.8831 4.6640
F 2.1803 -2.5951 2.8099
F 2.9335 -0.7690 3.6510
H -3.4175 -2.2891 1.5001
H -2.3201 -3.2884 2.4746
H -2.6956 -1.7597 4.4365
H -3.7403 -0.7486 3.4382
*
```

Output
DFT total energy   -2008.52431 Eh
HOMO level   -7.90 eV
Maximum force   0.0132 hartree/bohr
ΔE to the lowest compared entry with this formula, charge and spin   3.4 kcal/mol
Lowest unoccupied orbital energy   0.7 eV
SMILES   CCC(=O)NC(Nc1sc2c(c1C(=O)OC)CCN(C)C2)(C(F)(F)F)C(F)(F)F

---

The following is a quantum chemistry calculation of a 2-piece molecular cluster, C16H19N2O4P overall, from OMol25.

Geometry as ORCA input:
```
! RIJCOSX wB97M-V def2-TZVPD def2/J DEFGRID3
* xyz 0 1
C 2.3125 -4.6490 1.6359
C 1.9743 -4.0130 0.5233
C 2.0146 -3.1847 -0.8751
C 1.0134 -1.9279 -0.8527
C 1.0636 -0.7257 0.1939
C 2.1435 -0.7082 1.3859
C 0.0390 0.5067 0.0886
C -1.0816 0.5725 -1.0556
C -1.1229 -0.6466 -2.0422
C -0.1126 -1.8609 -1.9423
C -0.5567 -2.8337 -3.1386
O 0.1130 -3.6200 -3.8685
N -2.0381 -2.5285 -3.2150
P -3.0616 -3.3050 -1.9873
C -3.9865 -2.0277 -0.9168
O -2.0498 -4.1524 -0.8338
C -2.0551 -1.0333 -3.2909
O -2.6200 -0.3083 -4.1630
H 2.7560 -5.3677 2.4319
H 3.0776 -2.8209 -1.1366
H 1.6183 -3.9102 -1.6913
H 2.5753 0.3535 1.4520
H 2.9236 -1.5354 1.2277
H 1.6245 -0.9426 2.4019
H 0.0606 1.3851 0.8405
H -1.8234 1.4344 -1.1852
H -4.4066 -2.6301 -0.0088
H -3.3113 -1.2108 -0.4551
H -4.8579 -1.5245 -1.4855
H -2.3229 -5.1008 -0.8014
C -0.6076 4.3591 1.7471
C 0.6655 3.9122 2.4136
O 0.7315 2.8732 3.0607
N 1.7675 4.7004 2.2818
C 1.8957 5.9516 1.5672
H -1.3941 3.6284 1.9425
H -0.9239 5.3235 2.1508
H -0.4611 4.4286 0.6666
H 2.5817 4.3334 2.7570
H 2.6689 5.8315 0.8055
H 2.2099 6.7192 2.2775
H 0.9633 6.2546 1.0937
*
```

Output
DFT total energy   -1372.57699 Eh
HOMO level   -8.33 eV
Maximum force   0.1339 hartree/bohr
ΔE to the lowest compared entry with this formula, charge and spin   317.7 kcal/mol
Lowest unoccupied orbital energy   -0.6 eV
SMILES   C#CCc1c(C)ccc2c1C(=O)N(P(C)O)C2=O.CNC(C)=O

---

The following is a quantum chemistry calculation of C16H19N3O2 as an isolated structure, from OMol25.

Geometry as ORCA input:
```
! RIJCOSX wB97M-V def2-TZVPD def2/J DEFGRID3
* xyz 0 1
C 5.8861 -1.6219 -0.1968
O 5.0573 -0.6965 -0.9317
C 3.7981 -0.4700 -0.4784
C 2.9979 0.4460 -1.2033
C 1.7298 0.7491 -0.7794
C 1.1719 0.1741 0.4006
C -0.1593 0.5263 0.8565
C -0.4377 0.6326 2.1822
C -1.7409 0.8996 2.6914
N -2.8175 1.1444 3.0792
C 0.6087 0.7128 3.1632
N 1.4643 0.8208 3.9572
C 1.9819 -0.7646 1.0948
C 3.2644 -1.0702 0.6836
H 6.8145 -1.6653 -0.7649
H 6.0790 -1.2581 0.8224
H 5.4207 -2.6162 -0.1479
H 3.4310 0.9027 -2.0931
H 1.1398 1.4869 -1.3329
H -0.9826 0.8606 0.0302
H 1.5827 -1.2677 1.9717
H 3.8751 -1.7591 1.2690
C -1.4584 1.0368 -2.0755
N -1.8598 0.5801 -0.7252
C -1.9838 -0.9375 -0.6931
C -3.4156 -1.4029 -0.5145
O -4.0313 -0.6445 0.5233
C -4.3012 0.6824 0.0968
C -3.0338 1.4423 -0.2527
H -2.3609 1.1317 -2.6930
H -0.9665 2.0127 -1.9975
H -0.7764 0.3109 -2.5329
H -1.5702 -1.3246 -1.6337
H -1.3550 -1.2902 0.1365
H -3.9507 -1.3085 -1.4829
H -3.4174 -2.4459 -0.1546
H -4.9639 0.6771 -0.7897
H -4.7898 1.1590 0.9581
H -2.6807 2.0065 0.6169
H -3.2498 2.1481 -1.0602
*
```

Output
DFT total energy   -935.66644 Eh
HOMO level   -7.82 eV
Maximum force   0.1242 hartree/bohr
ΔE to the lowest compared entry with this formula, charge and spin   134.2 kcal/mol
Lowest unoccupied orbital energy   -0.1 eV

---

The following is a quantum chemistry calculation of one molecule with the formula C16H19N3O3, from OMol25.

Geometry as ORCA input:
```
! RIJCOSX wB97M-V def2-TZVPD def2/J DEFGRID3
* xyz 0 1
C 2.0462 -4.9641 4.2495
C 0.5436 -4.7156 4.3150
C 0.0616 -3.6742 3.3045
C 0.1814 -4.1553 1.8536
C -0.3882 -3.1112 0.9129
O -1.4763 -3.2059 0.3940
N 0.4545 -2.0485 0.7415
C 0.2657 -0.8866 0.0042
N 1.3189 -0.0723 0.0317
C 1.2353 1.0682 -0.6226
C 0.1134 1.4720 -1.3393
C -0.9812 0.5969 -1.4124
C -0.8911 -0.5971 -0.7117
H -1.7007 -1.3071 -0.7282
C -2.1864 0.8992 -2.2343
H -1.8934 1.2402 -3.2268
H -2.8172 0.0195 -2.3244
H -2.7560 1.7047 -1.7705
N 0.1451 2.7143 -1.9989
C -0.7927 3.7014 -1.9035
O -1.8321 3.6141 -1.2815
C -0.4229 4.9179 -2.6448
C -1.1242 6.0851 -2.8058
C -0.3151 6.9250 -3.6004
C 0.8172 6.2146 -3.8635
O 0.7663 5.0028 -3.2935
H 1.6994 6.4545 -4.4241
H -0.5422 7.9179 -3.9291
H -2.0923 6.2952 -2.4015
H 1.0443 2.9888 -2.3710
H 2.1141 1.6998 -0.5732
H 1.3554 -2.0679 1.2017
H 1.2241 -4.3506 1.6008
H -0.3929 -5.0738 1.7279
H 0.6335 -2.7526 3.4382
H -0.9873 -3.4451 3.5048
H 0.0116 -5.6542 4.1481
H 0.2881 -4.3646 5.3172
H 2.5931 -4.0317 4.3747
H 2.3486 -5.6451 5.0414
H 2.3310 -5.4084 3.2992
*
```

Output
DFT total energy   -1011.12511 Eh
HOMO level   -8.36 eV
Maximum force   0.0255 hartree/bohr
ΔE to the lowest compared entry with this formula, charge and spin   31.5 kcal/mol
Lowest unoccupied orbital energy   0.6 eV
SMILES   CCCCC(=O)Nc1cc(C)c(NC(=O)c2ccco2)cn1

---

The following is a quantum chemistry calculation of one molecule with the formula C16H19N3O6S2, from OMol25.

Geometry as ORCA input:
```
! RIJCOSX wB97M-V def2-TZVPD def2/J DEFGRID3
* xyz 0 1
C 4.7011 -1.5823 -4.1884
C 3.6472 -1.1648 -3.2103
C 3.6004 -1.7094 -1.9308
C 2.6173 -1.3252 -1.0357
C 1.6765 -0.3919 -1.4238
C 1.7032 0.1637 -2.6883
C 2.6885 -0.2245 -3.5783
H 2.7189 0.2049 -4.5689
H 0.9543 0.8945 -2.9499
S 0.4137 0.0813 -0.2511
O 1.0323 0.4028 1.0065
O -0.4074 1.1040 -0.8451
N -0.3516 -1.3789 -0.0380
H -0.8870 -1.4155 0.8254
C -1.0822 -1.8966 -1.1740
H -0.3885 -1.9013 -2.0211
C -2.3454 -1.1119 -1.5479
C -3.2715 -0.9127 -0.3446
N -2.7795 0.1589 0.4982
S -2.7007 -0.0688 2.1227
O -3.9128 0.2276 2.8305
O -2.1655 -1.3980 2.2843
C -1.4407 1.0648 2.7420
C -0.3098 0.4774 3.2761
C 0.6634 1.2481 3.8935
C 0.4992 2.6192 4.0005
C -0.6455 3.2148 3.5054
C -1.6145 2.4367 2.8788
N -2.7858 3.1114 2.3885
O -3.0940 4.1512 2.9214
O -3.3798 2.6108 1.4567
H -0.8094 4.2790 3.5886
H 1.2558 3.2250 4.4746
H 1.5485 0.7738 4.2857
H -0.2121 -0.5930 3.2072
H -3.0632 1.0856 0.2253
H -4.2906 -0.6954 -0.6830
H -3.2971 -1.8160 0.2697
H -2.0612 -0.1294 -1.9237
H -2.8747 -1.6561 -2.3315
H -1.3473 -2.9315 -0.9386
H 2.5652 -1.7302 -0.0383
H 4.3408 -2.4378 -1.6346
H 5.4685 -2.1808 -3.7054
H 5.1677 -0.7104 -4.6423
H 4.2555 -2.1734 -4.9880
*
```

Output
DFT total energy   -2033.06513 Eh
HOMO level   -9.49 eV
Maximum force   0.0237 hartree/bohr
ΔE to the lowest compared entry with this formula, charge and spin   5.6 kcal/mol
Lowest unoccupied orbital energy   -0.7 eV
SMILES   Cc1ccc(S(=O)(=O)NCCCNS(=O)(=O)c2ccccc2[N+](=O)[O-])cc1

---

The following is a quantum chemistry calculation of one molecule with the formula C16H19NO2, from OMol25.

Geometry as ORCA input:
```
! RIJCOSX wB97M-V def2-TZVPD def2/J DEFGRID3
* xyz 0 1
O -2.9346 -2.4593 -1.0912
H -3.6395 -2.7714 -0.5134
C -2.1287 -1.5503 -0.3700
C -2.9267 -0.4236 0.2433
C -4.0208 0.1008 -0.4331
C -4.7382 1.1535 0.1063
C -4.3640 1.6960 1.3240
C -3.2724 1.1796 2.0021
C -2.5581 0.1224 1.4664
H -1.7080 -0.2834 1.9961
H -2.9778 1.5995 2.9526
H -4.9223 2.5192 1.7447
H -5.5889 1.5529 -0.4261
H -4.3046 -0.3265 -1.3843
C -1.1022 -0.9881 -1.3656
N -0.1172 -0.1803 -0.6771
H -0.5858 0.5897 -0.2050
C 0.9013 0.3484 -1.5626
C 1.9163 1.2306 -0.8088
C 2.9233 0.4160 -0.0197
C 4.2511 0.8183 0.0430
C 5.1763 0.0826 0.7632
C 4.7834 -1.0629 1.4316
C 3.4587 -1.4642 1.3803
C 2.5321 -0.7304 0.6620
H 1.4991 -1.0379 0.6189
H 3.1451 -2.3555 1.9044
H 5.5047 -1.6383 1.9934
H 6.2057 0.4082 0.8027
H 4.5583 1.7208 -0.4655
O 2.5338 2.1274 -1.7064
H 3.0581 1.6150 -2.3331
H 1.3641 1.8767 -0.1127
H 1.4216 -0.5007 -2.0204
H 0.4705 0.9616 -2.3748
H -0.5910 -1.8310 -1.8386
H -1.6450 -0.4365 -2.1515
H -1.5778 -2.0788 0.4249
*
```

Output
DFT total energy   -826.31541 Eh
HOMO level   -8.92 eV
Maximum force   0.0094 hartree/bohr
ΔE to the lowest compared entry with this formula, charge and spin   25.7 kcal/mol
Lowest unoccupied orbital energy   0.7 eV
SMILES   O[C@@H](CNC[C@H](O)c1ccccc1)c1ccccc1

---

Question: Which formula does entry 3 have?
Answer: C16H19N3O2

---

Question: Which of these has the highest ΔE to the lowest compared entry with this formula, charge and spin?
Answer: C16H19N2O4P